Below is 2 unconnected molecules or ions with the total composition C2H9N3O at a distorted geometry, with properties calculated with ωB97M-V/def2-TZVPD.

Summary:
- net charge = 0
- highest occupied orbital energy (eV) = -9.207
- E (eV) = -8737.0008
- relative energy (zero: lowest compared OMol25 entry of this formula, charge and spin) (kJ/mol) = 138.8

Cartesian coordinates (Å):
H  2.0363  1.7395  -1.4588
N  1.5773  1.1025  -0.8155
C  1.9367  1.3612  0.3811
N  1.9352  0.5482  1.4618
H  2.2556  2.3856  0.6336
H  2.3494  0.9719  2.2800
H  1.3218  -0.2344  1.6081
N  -2.0782  -0.6568  -1.3609
C  -1.7335  -1.3588  -0.1122
O  -0.3913  -1.2381  0.2525
H  -3.0862  -0.7647  -1.4221
H  -1.8161  0.3165  -1.3570
H  -2.4067  -1.0805  0.7102
H  -1.9278  -2.4170  -0.3721
H  0.0275  -0.6749  -0.4286



Below is C21H27N3O3 in the gas phase at a distorted geometry, with properties calculated with ωB97M-V/def2-TZVPD.

Summary:
- net charge = 0
- highest occupied orbital energy (eV) = -8.891
- E (eV) = -32826.0791
- relative energy (zero: lowest compared OMol25 entry of this formula, charge and spin) (kJ/mol) = 516.9

Cartesian coordinates (Å):
C  5.1396  1.4400  1.4431
O  3.8526  1.8349  1.0356
C  3.0750  0.7616  0.5365
C  2.7309  -0.2673  1.5925
C  2.8995  -1.6225  1.3487
C  2.5540  -2.5495  2.3176
C  2.0471  -2.1251  3.5337
C  1.8843  -0.7715  3.7809
C  2.2220  0.1569  2.8132
C  1.8113  1.3485  0.0002
N  0.7627  1.7185  0.6544
N  -0.1256  2.1740  -0.2510
C  0.4213  2.0577  -1.4181
C  -0.1713  2.4012  -2.7325
C  -1.6830  2.1565  -2.7001
C  -1.8984  0.6647  -2.4578
O  -1.3847  -0.1445  -3.2150
N  -2.6509  0.2910  -1.4048
C  -3.2192  1.2146  -0.4459
C  -2.7433  -1.1385  -1.0975
C  -4.1995  -1.5559  -0.9832
C  -4.9191  -1.7510  0.3193
C  -4.5734  -2.9348  -0.5303
C  -1.8795  -1.4603  0.1040
C  -1.1261  -2.7553  0.1652
C  -0.3908  -1.4759  -0.0812
O  1.6615  1.5359  -1.3287
H  5.6379  2.3440  1.7859
H  5.0974  0.7107  2.2594
H  5.7021  1.0052  0.6072
H  3.6040  0.2801  -0.3045
H  3.2919  -1.9557  0.3983
H  2.6808  -3.6035  2.1201
H  1.7780  -2.8494  4.2884
H  1.4882  -0.4386  4.7286
H  2.0900  1.2135  2.9826
H  0.2916  1.7696  -3.4933
H  0.0422  3.4475  -2.9664
H  -2.1349  2.7807  -1.9377
H  -2.1043  2.4022  -3.6765
H  -3.8958  1.9162  -0.9371
H  -2.4336  1.7632  0.0791
H  -3.7973  0.6436  0.2745
H  -2.3162  -1.6422  -1.9740
H  -4.7906  -1.1451  -1.7947
H  -4.3811  -1.6266  1.2456
H  -5.9525  -1.4422  0.3773
H  -3.7838  -3.5827  -0.1850
H  -5.3657  -3.4502  -1.0513
H  -2.2318  -1.0532  1.0428
H  -1.2291  -3.4425  -0.6609
H  -1.0112  -3.2369  1.1248
H  -0.0105  -1.2982  -1.0759
H  0.2255  -1.0715  0.7070



Below is 7 unconnected molecules or ions with the total composition C5H23NO7 at a distorted geometry, with properties calculated with ωB97M-V/def2-TZVPD.

Summary:
- net charge = 0
- highest occupied orbital energy (eV) = -8.549
- E (eV) = -21377.8857
- relative energy (zero: lowest compared OMol25 entry of this formula, charge and spin) (kJ/mol) = 391.8

Cartesian coordinates (Å):
C  -0.8303  -1.8325  2.5861
C  -2.2976  -1.7887  1.9977
C  -2.8150  -0.1807  1.8933
N  -1.7370  0.5841  1.2323
C  -1.7365  0.5524  -0.1655
C  -0.2479  0.6780  -0.7534
O  0.0400  1.0648  -1.8191
H  -0.1768  -1.0777  2.3288
H  -0.4277  -2.8264  2.4578
H  -0.9393  -1.8423  3.5976
H  -3.1029  -2.4268  2.3613
H  -2.2230  -2.0387  0.9523
H  -2.9777  -0.0882  2.9711
H  -3.7698  -0.1493  1.3110
H  -1.2301  1.2649  1.8127
H  -2.2812  1.4222  -0.5422
H  -2.1604  -0.3217  -0.6451
H  0.4294  0.2803  0.0529
O  0.1117  -3.0117  -0.8111
H  0.6682  -3.6211  -0.3153
H  0.0602  -2.1801  -0.3810
O  1.7152  2.2891  -3.6689
H  0.9651  2.8713  -3.7690
H  1.1127  1.6886  -3.2242
O  3.0038  1.4919  -1.5097
H  3.5502  2.3673  -1.4245
H  2.8464  1.4151  -2.4687
O  3.4004  0.0921  1.3539
H  2.9761  -0.4627  0.7478
H  3.0294  0.9189  0.9823
O  -1.6831  -2.0993  -2.7414
H  -0.7519  -1.8957  -2.8015
H  -1.7949  -2.8811  -2.1467
O  1.2315  2.1812  3.0116
H  2.0736  2.0396  3.2780
H  1.2908  2.8202  2.3665



Among the records above, which one has the highest highest occupied orbital energy?
C5H23NO7